{"formula": "C35H105N21O14", "method": "ωB97M-V/def2-TZVPD", "de_lowest_kj_mol": 40.2, "lumo_energy_ev": 0.088, "homo_energy_ev": -8.478, "gap_ev": 8.57, "elements": ["C", "O", "N", "N", "H", "H", "H", "H", "C", "O", "N", "N", "H", "H", "H", "H", "C", "O", "N", "N", "H", "H", "H", "H", "C", "O", "N", "N", "H", "H", "H", "H", "C", "O", "N", "N", "H", "H", "H", "H", "C", "O", "N", "N", "H", "H", "H", "H", "C", "O", "N", "N", "H", "H", "H", "H", "C", "C", "C", "O", "C", "N", "H", "H", "H", "H", "H", "H", "H", "H", "H", "H", "H", "C", "C", "C", "O", "C", "N", "H", "H", "H", "H", "H", "H", "H", "H", "H", "H", "H", "C", "C", "C", "O", "C", "N", "H", "H", "H", "H", "H", "H", "H", "H", "H", "H", "H", "C", "C", "C", "O", "C", "N", "H", "H", "H", "H", "H", "H", "H", "H", "H", "H", "H", "C", "C", "C", "O", "C", "N", "H", "H", "H", "H", "H", "H", "H", "H", "H", "H", "H", "C", "C", "C", "O", "C", "N", "H", "H", "H", "H", "H", "H", "H", "H", "H", "H", "H", "C", "C", "C", "O", "C", "N", "H", "H", "H", "H", "H", "H", "H", "H", "H", "H", "H"], "xyz": [[8.376496, 16.944725, -7.566965], [9.573402, 17.124706, -7.797612], [7.776011, 17.256606, -6.388113], [7.605761, 16.207140, -8.395643], [6.767098, 17.248240, -6.272342], [8.370360, 17.684851, -5.701249], [6.810418, 15.683212, -8.066148], [8.033492, 15.888930, -9.247467], [4.071879, 16.456213, -5.352982], [5.242958, 16.821260, -5.467943], [3.310287, 16.886762, -4.321112], [3.421157, 15.717992, -6.266375], [2.321560, 16.766055, -4.219372], [3.845657, 17.619747, -3.877287], [2.419230, 15.722332, -6.282385], [4.008313, 15.319797, -6.996856], [7.706765, 14.261684, -11.607154], [6.493515, 14.474332, -11.519972], [8.291681, 13.052938, -11.661716], [8.548186, 15.298971, -11.853391], [9.259905, 13.061054, -11.921423], [7.687023, 12.243350, -11.694035], [8.099821, 16.196907, -11.692102], [9.548135, 15.218884, -11.809420], [-0.984512, 11.424913, -11.704405], [-0.727369, 10.751798, -10.687929], [-1.500023, 12.664197, -11.621389], [-0.714345, 10.954528, -12.941638], [-1.368188, 13.297542, -12.400649], [-1.357693, 13.057674, -10.704902], [-0.152768, 10.121155, -12.895137], [-0.546067, 11.635458, -13.684083], [4.797985, 13.388863, -8.428153], [5.065484, 14.594686, -8.320837], [4.862913, 12.691538, -9.577770], [4.686235, 12.526285, -7.373367], [4.996144, 13.271430, -10.398623], [4.418754, 11.795508, -9.582549], [4.477409, 11.577926, -7.614710], [4.765989, 12.738474, -6.394845], [0.045163, 12.511792, -16.372629], [-0.085404, 11.703544, -15.448917], [-0.023765, 13.857721, -16.275443], [0.261834, 12.179402, -17.663931], [0.169389, 14.414169, -17.085510], [-0.365894, 14.259889, -15.413979], [0.249431, 11.231421, -17.989842], [0.376536, 12.990383, -18.251373], [-1.402012, 16.186721, -13.121636], [-1.231512, 14.961675, -13.107313], [-2.595733, 16.798043, -13.407240], [-0.461677, 17.099027, -12.876695], [-3.396507, 16.207397, -13.565754], [-2.788063, 17.734189, -13.106377], [-0.770311, 18.042728, -12.749356], [0.508683, 16.843020, -12.717097], [5.298650, 23.146217, -8.953458], [3.824718, 23.439812, -9.197554], [3.179110, 22.100433, -9.640172], [1.780833, 22.334990, -9.764069], [1.067151, 21.135579, -10.020100], [3.268403, 23.789882, -7.879937], [5.325081, 22.333553, -8.225517], [5.950224, 23.995723, -8.759210], [5.767367, 22.700674, -9.838082], [3.680281, 24.243760, -9.917877], [3.491044, 21.341200, -8.917123], [3.596836, 21.798053, -10.607221], [1.453361, 20.641758, -10.917585], [0.066065, 21.368786, -10.390786], [0.978815, 20.478807, -9.154742], [2.267755, 23.636391, -7.946462], [3.620414, 23.155273, -7.174321], [7.266343, 19.631933, -9.469244], [7.092018, 19.669881, -10.986114], [8.076240, 20.602437, -11.719898], [7.813167, 21.932227, -11.293238], [8.195383, 22.956377, -12.202597], [7.199651, 18.281259, -11.494854], [8.299890, 19.466256, -9.168099], [6.567623, 18.926634, -9.021036], [6.987849, 20.631038, -9.123015], [6.082493, 19.978277, -11.283185], [7.964092, 20.389397, -12.787455], [9.100736, 20.383402, -11.405923], [7.845435, 23.972707, -12.032585], [7.726782, 22.625331, -13.137593], [9.269003, 23.020964, -12.399342], [6.910161, 18.317509, -12.469568], [6.379573, 17.930917, -10.998205], [4.799617, 20.353017, -14.117218], [5.441476, 20.636525, -15.477910], [5.093248, 19.684450, -16.642269], [6.067726, 19.824694, -17.651956], [6.082078, 18.844440, -18.647683], [5.157910, 22.040446, -15.871097], [5.021485, 21.144881, -13.399270], [5.086445, 19.411208, -13.644603], [3.706825, 20.325948, -14.148630], [6.528118, 20.649917, -15.359190], [4.111710, 19.730842, -17.126033], [5.201769, 18.662014, -16.258616], [6.469478, 17.865969, -18.345144], [6.675099, 19.221937, -19.478594], [5.060604, 18.656172, -18.999616], [5.873629, 22.550572, -15.364417], [5.425964, 22.122742, -16.847057], [5.722687, 11.097825, -14.557299], [5.339049, 11.721778, -13.210367], [3.800863, 11.611489, -13.058128], [3.433976, 12.246074, -11.845581], [2.111090, 11.922427, -11.399256], [6.028192, 10.945500, -12.159044], [5.228679, 11.515339, -15.432197], [5.428348, 10.045309, -14.527194], [6.811806, 11.096144, -14.593956], [5.588886, 12.780507, -13.140784], [3.449568, 10.575120, -13.064207], [3.355888, 12.115495, -13.924143], [1.463032, 12.291119, -12.197044], [1.934646, 12.517312, -10.503557], [1.977464, 10.863936, -11.174207], [5.797756, 11.266576, -11.224941], [5.633957, 10.009401, -12.136568], [2.178590, 14.732077, -21.047961], [1.588338, 14.762526, -19.607265], [1.886179, 16.130826, -18.945291], [1.491028, 15.993656, -17.562010], [1.776448, 17.161074, -16.768963], [0.164799, 14.501138, -19.782275], [3.247339, 14.962951, -21.023289], [1.765841, 15.497755, -21.707053], [2.140538, 13.745477, -21.507421], [2.095560, 13.978137, -19.041035], [1.269294, 16.917799, -19.388447], [2.942861, 16.393740, -19.033614], [0.897323, 17.291761, -16.140503], [1.774025, 18.055555, -17.396757], [2.706841, 17.007776, -16.227438], [-0.386777, 15.028546, -19.111715], [-0.021998, 14.927649, -20.681935], [2.771796, 17.853664, -10.435678], [3.540441, 16.628861, -10.907843], [3.580680, 16.508884, -12.409861], [2.266831, 16.265888, -12.950886], [1.955241, 14.880915, -13.003826], [4.897338, 16.656848, -10.309063], [1.703441, 17.758473, -10.616809], [3.209588, 18.785734, -10.810629], [3.083622, 18.054937, -9.406070], [3.070342, 15.751112, -10.446134], [4.302047, 15.800772, -12.825897], [3.942105, 17.443988, -12.849974], [2.762750, 14.163554, -12.857931], [1.590958, 14.617785, -14.002085], [1.111191, 14.682022, -12.341537], [5.330153, 15.824272, -10.711557], [4.672806, 16.290679, -9.388994], [9.436257, 19.235243, -16.496683], [9.578149, 18.937191, -15.014648], [8.746942, 17.725822, -14.575634], [7.333676, 17.932746, -14.606455], [6.625704, 16.728102, -14.848112], [10.950020, 18.725472, -14.662521], [8.453677, 19.662644, -16.704310], [9.457164, 18.288531, -17.039686], [10.178570, 19.991674, -16.749975], [9.206638, 19.807416, -14.465587], [9.009807, 17.626009, -13.515684], [9.027905, 16.788151, -15.062660], [6.717969, 16.495627, -15.911330], [5.569866, 16.891697, -14.621561], [6.909298, 15.927433, -14.160448], [11.158499, 18.127970, -13.872565], [11.525768, 18.333649, -15.397775]], "forces_ev_per_a": [[1.1, -1.2, 0.8], [-0.3, 0.7, -0.1], [0.1, 0.5, -0.2], [-0.7, -0.3, -0.9], [0.4, -0.1, 0.1], [-0.2, 0.1, 0.0], [0.0, 0.2, 0.0], [0.1, 0.1, 0.1], [-0.2, 0.7, -0.8], [-0.6, -0.6, 0.4], [1.1, 0.7, 0.8], [0.4, -0.6, -0.3], [0.0, 0.1, 0.0], [-0.8, 0.1, 0.6], [0.0, -0.3, -0.2], [-0.4, 0.1, -0.3], [0.1, 0.6, -1.2], [-0.2, -0.7, 0.4], [-0.3, -0.1, 0.5], [-0.5, 0.6, 0.3], [0.0, -0.7, 0.0], [0.4, -0.3, -0.2], [0.5, 0.4, 0.0], [0.0, 0.1, 0.2], [1.0, -1.4, 1.4], [-0.3, 0.4, -0.5], [-0.2, 0.7, 0.1], [-0.2, 0.3, -0.1], [-0.2, 0.0, 0.3], [-0.2, 0.1, -0.1], [0.0, 0.0, -0.4], [0.0, -0.8, -0.1], [2.0, -0.4, 1.1], [-0.8, -0.7, 0.1], [-0.1, 1.2, -0.3], [-0.7, 0.0, 0.4], [-0.2, -0.5, -0.3], [-0.2, 0.0, -0.7], [0.1, -0.2, 0.3], [-0.1, 0.5, -0.2], [-0.2, -0.7, 0.1], [0.1, 0.7, -0.6], [-0.3, 0.2, 1.3], [0.4, -0.1, -0.1], [0.0, 0.5, 0.4], [0.2, 0.1, -0.1], [0.1, 0.1, 0.0], [-0.2, -0.9, -0.9], [-0.6, -0.4, 0.2], [-0.1, 1.1, -0.7], [-0.9, -0.9, -0.3], [1.0, 0.3, 0.4], [0.1, 0.0, 0.2], [0.0, 0.1, 0.0], [0.4, 0.2, -0.1], [0.0, 0.2, 0.0], [0.3, -0.6, -1.4], [0.5, -1.3, 1.3], [0.4, 1.5, -0.9], [0.0, -1.0, 0.3], [-0.4, 0.5, -1.0], [-0.6, 0.7, -0.6], [0.5, 0.4, 0.5], [-0.4, 0.1, 0.7], [-0.2, 0.0, -0.2], [-0.2, -0.1, 0.0], [-0.6, -0.2, 0.2], [-0.1, -0.1, -0.2], [0.6, -0.4, 0.4], [-0.2, 0.5, 0.6], [0.3, -0.1, 0.0], [-0.1, 0.2, 0.3], [0.1, -0.1, 0.0], [-0.5, 1.3, -0.5], [0.7, -0.3, -0.4], [-0.1, -0.3, 1.3], [-0.3, 1.0, 0.2], [-0.2, -1.3, -1.4], [-0.2, 0.5, 0.1], [0.0, -0.4, -0.1], [0.2, -0.2, 0.0], [0.1, 0.0, 0.3], [-0.1, 0.6, 0.4], [-0.1, 0.6, -0.2], [0.1, -0.4, -0.3], [-0.4, -0.3, 0.9], [0.2, 0.5, -0.5], [0.2, -0.2, 0.3], [0.1, -0.2, -0.2], [0.1, -1.1, -0.2], [-0.6, -0.2, 0.0], [-0.2, 0.7, -0.5], [0.8, -1.2, 0.7], [0.8, 0.8, 0.0], [-0.7, -0.1, -0.2], [-0.1, -0.3, 0.1], [0.3, 0.1, -0.1], [0.4, -0.1, -0.3], [-0.1, 0.1, -0.4], [0.1, -1.1, 0.0], [-0.3, 0.6, 0.5], [-0.2, -0.1, 0.2], [0.2, 0.1, 0.4], [0.0, 0.0, 0.0], [-0.1, 0.0, -0.2], [-0.3, 0.6, -0.1], [0.0, 0.1, -0.1], [0.2, -0.3, 0.8], [-1.4, -1.1, 0.0], [0.6, 0.7, 0.1], [0.2, -0.6, 0.2], [0.6, 0.9, -0.6], [0.1, 0.2, 0.2], [0.2, 0.4, 0.1], [0.0, -0.1, 0.0], [0.0, 0.2, -0.5], [0.3, 0.0, 0.1], [0.2, -0.2, 0.0], [-0.3, 0.1, 0.0], [-0.5, -0.5, 0.3], [0.0, -0.1, 0.0], [-0.1, 0.0, -0.2], [-0.1, 0.5, -0.1], [0.2, -0.2, -0.4], [1.2, 0.2, 0.7], [0.9, 1.0, -1.4], [-0.5, -1.1, 0.8], [0.5, 0.5, -0.8], [-1.0, -0.5, -0.7], [-0.1, 0.3, 0.2], [0.0, 0.0, 0.2], [-0.4, -0.1, 0.1], [-0.5, 0.0, 0.0], [-0.1, 0.0, 0.2], [0.1, 0.1, -0.3], [0.1, 0.0, 0.1], [0.3, -0.1, 0.6], [0.5, 0.0, -0.1], [0.0, 0.3, 0.2], [-0.1, 0.0, 0.1], [-0.7, -0.2, 0.0], [1.1, 0.4, 0.3], [0.3, 0.0, 0.7], [-0.2, 0.6, -0.7], [1.2, -0.3, 0.0], [-1.0, -0.6, -0.7], [-1.0, -0.4, -0.6], [0.0, 0.3, 0.3], [-0.3, -0.1, -1.0], [-0.9, -0.7, 0.5], [-0.5, -0.2, -0.6], [-0.2, -0.6, 0.5], [-0.3, 0.3, 0.2], [0.3, 0.6, 0.6], [-0.1, 0.4, -0.1], [0.2, -0.2, 0.2], [0.6, 0.3, 0.0], [0.7, 0.5, 0.4], [-0.6, 0.1, 0.5], [-1.1, -0.4, -0.3], [-0.1, 0.4, 1.3], [0.2, 0.0, -0.3], [-0.4, 0.5, 0.2], [1.6, -0.2, -0.1], [0.0, 0.0, 0.1], [0.6, 0.2, -0.4], [0.2, -0.3, -0.5], [0.0, 0.0, 0.1], [0.0, -0.4, 0.1], [0.1, 0.1, -0.4], [0.1, -0.6, 0.1], [0.0, 0.3, -0.2], [0.4, -0.2, -0.3], [-0.6, 0.2, 0.3], [-0.3, 0.2, -0.4]], "mulliken_charge": [0.446, -0.762, -0.302, 0.125, 0.318, 0.218, 0.107, 0.020, 0.589, -0.741, -0.468, -0.247, 0.169, 0.266, 0.196, 0.137, 0.093, -0.452, -0.289, -0.118, 0.191, 0.299, -0.279, 0.209, 0.476, -0.697, -0.319, -0.278, 0.285, 0.250, 0.235, 0.297, 0.286, -0.446, -0.105, -0.365, -0.276, 0.311, 0.104, 0.231, 0.702, -0.756, -0.136, -0.361, 0.304, -0.125, 0.221, 0.093, 0.449, -0.654, -0.487, -0.117, 0.269, 0.165, 0.183, 0.221, -1.088, 0.324, -0.114, -0.432, -0.627, -0.761, 0.347, 0.374, 0.004, 0.379, 0.234, -0.007, 0.136, 0.373, 0.307, 0.316, 0.274, -1.514, 1.324, -0.145, -0.281, -0.612, 0.358, 0.275, 0.265, 0.460, -0.217, -0.353, 0.452, 0.298, 0.054, 0.324, -0.283, -0.396, -1.041, 1.388, -0.373, -0.365, -0.749, -0.910, 0.274, -0.242, 0.429, -0.369, 0.523, -0.147, 0.220, 0.298, 0.326, 0.311, 0.361, -1.856, 1.569, -0.877, 0.359, -1.042, -0.598, 0.354, 0.390, 0.434, -0.720, 0.490, 0.276, 0.073, 0.271, 0.534, 0.235, 0.370, -1.851, 0.615, -0.759, -0.225, -0.796, -0.607, 0.401, 0.434, 0.427, 0.193, 0.385, 0.297, 0.252, 0.437, 0.187, 0.168, 0.350, -2.032, 1.922, 0.412, -0.706, -0.228, 0.481, 0.433, 0.169, 0.483, 0.129, 0.286, -0.827, 0.122, -0.172, 0.283, -0.501, -0.174, -1.375, 1.267, -0.867, 0.624, -0.690, -0.737, 0.103, 0.381, 0.488, -0.259, 0.008, 0.433, 0.349, -0.408, 0.256, 0.237, 0.274]}